A 9-piece molecular cluster, H18O9 overall in a non-equilibrium geometry, computed with wB97M-V/def2-TZVPD.

## Properties
SMILES = O.O.O.O.O.O.O.O.O
E_LUMO = -0.0027 Ha
E = -18719.2853 eV
HOMO level = -10.7 eV
ΔE to the lowest compared entry with this formula, charge and spin = 275.00 kJ/mol
frontier orbital gap = 10.675 eV

Last column: Löwdin charge in e.
Positions of all 27 atoms, in Å:
O  1.9054  1.8905  -2.7042  -0.074
O  -2.2365  -2.4236  1.9404  -0.019
O  -0.8393  1.4575  -2.9953  -0.067
O  -2.1103  0.1049  1.0619  -0.003
O  0.0252  2.5879  1.0172  -0.073
O  0.3784  0.1333  0.1184  -0.066
O  0.5891  -2.8294  0.9214  -0.056
O  1.0760  -0.9037  -2.2103  -0.035
O  1.7224  0.4821  2.9300  -0.046
H  -2.7669  -2.5659  2.6912  0.019
H  0.1961  1.7167  0.6765  -0.062
H  -2.6217  0.4123  0.3302  0.084
H  2.6099  1.3791  -2.2074  0.075
H  1.8820  0.6202  2.0020  0.004
H  1.6356  -0.4654  3.0641  0.025
H  -0.9442  2.5225  1.2524  0.041
H  -0.7776  2.3036  -2.5395  0.037
H  1.9527  -0.8352  -1.8203  0.066
H  -2.1718  0.8806  1.6047  0.071
H  0.4568  -0.0863  -0.8051  -0.010
H  1.7730  1.3590  -3.5122  0.051
H  -0.1929  -3.1579  0.5233  0.003
H  0.0147  1.0865  -2.7515  -0.039
H  -0.4792  -0.1248  0.4781  0.010
H  -2.3896  -1.5591  1.6202  -0.041
H  0.4596  -2.1487  1.6045  0.025
H  0.8529  -1.8369  -2.2905  0.080

Atoms 1-2, force components in eV/Å:
1.354 -1.359 0.434
1.371 -1.719 -0.853

=====

A 9-piece molecular cluster, C45H86BrF5N3O11 overall in a non-equilibrium geometry, computed with wB97M-V/def2-TZVPD.

## Properties
net charge = +1
E_LUMO = -0.1344 Ha
E = -158676.9296 eV
HOMO level = -11.2 eV
frontier orbital gap = 7.572 eV

Last column: Löwdin charge in e.
Positions of all 151 atoms, in Å:
Br  0.8034  -5.7640  -0.0952  0.741
F  -1.3549  3.4326  0.1628  0.120
F  -3.2714  5.5332  -1.7864  0.192
F  -1.1503  5.5417  -0.3332  0.135
F  -3.1004  3.4283  -2.3093  0.162
F  -3.7225  4.0015  -0.3284  0.176
O  6.3875  -1.2087  -0.5541  -0.078
O  -1.9679  -1.9750  -2.8661  0.226
O  -3.4569  -0.6570  4.0307  -0.067
O  -0.0930  -3.1396  -3.2050  0.044
O  4.5076  4.1656  -0.6561  -0.076
O  1.8368  6.4543  -3.7844  -0.082
O  -6.7380  -9.3359  0.4467  -0.071
O  -3.2990  -6.7481  3.3601  -0.063
O  -7.1278  -4.4266  -1.2243  -0.047
O  6.4495  8.4650  2.9628  -0.063
O  -1.3747  -4.4835  -1.1442  0.088
N  0.1408  -1.8726  0.5851  0.140
N  1.2483  1.6189  -2.1003  0.025
N  4.4009  0.1674  1.1670  0.018
C  5.7223  4.9219  -0.5375  -0.473
C  -1.4377  4.3264  -0.8545  -0.443
C  -0.2120  -4.5360  -1.2208  -0.793
C  -1.6228  0.6536  4.8978  -0.060
C  -0.0334  -0.7578  -2.5791  -0.025
C  5.7621  -3.4387  0.1251  -0.060
C  0.6591  -3.7101  -2.1311  -0.160
C  5.4142  6.3098  -0.0030  -0.058
C  -3.1314  0.4563  4.8664  -0.490
C  -3.7842  -8.3917  1.6544  -0.058
C  1.7034  8.7201  -2.9447  -0.055
C  5.3782  10.1378  1.5918  -0.064
C  6.3263  10.7091  3.8483  -0.062
C  0.5111  -0.0401  -3.6401  0.064
C  6.4225  4.9841  -1.8849  -0.055
C  -0.4594  4.0028  -1.9508  -0.050
C  5.6429  9.6434  3.0059  -0.499
C  -0.7917  -2.0227  -2.8743  -0.444
C  0.7575  0.9326  -1.0417  -0.072
C  -7.2338  -10.9735  -1.2596  -0.060
C  1.0079  4.0851  -1.4832  -0.118
C  0.9115  1.4280  0.3576  -0.081
C  3.3664  1.2318  1.1605  -0.246
C  1.1463  1.1407  -3.3598  0.009
C  -2.9183  4.3365  -1.3414  -0.553
C  -0.5706  -1.0506  -0.1633  -0.270
C  -7.5433  -10.4770  0.1443  -0.489
C  -2.6543  -1.4842  1.0409  -0.006
C  -1.8936  -2.3656  1.8458  -0.024
C  7.6188  -3.0502  -1.5254  -0.061
C  1.0166  7.6334  -3.7553  -0.492
C  -4.7275  -4.4325  -0.9251  -0.060
C  -9.0160  -10.1291  0.2962  -0.059
C  -0.5499  -2.4812  1.5516  -0.127
C  1.9800  0.5605  1.1222  -0.139
C  6.8981  -2.5196  -0.2965  -0.489
C  -5.9154  -6.3644  -2.0058  -0.058
C  -4.0973  -7.8982  3.0569  -0.485
C  -5.5711  -7.5590  3.2094  -0.057
C  1.9093  2.9389  -1.9500  -0.086
C  -1.9263  -0.8609  0.0533  -0.012
C  -3.6919  0.2424  6.2630  -0.058
C  0.7253  8.0953  -5.1730  -0.055
C  0.0828  -0.2867  -1.2772  -0.008
C  -6.0008  -5.2612  -0.9617  -0.497
H  -6.1747  -11.2154  -1.3551  0.079
H  0.0849  7.3451  -3.2649  0.132
H  -5.8529  -6.7600  2.5168  0.071
H  -2.3326  -2.9058  2.6642  0.105
H  -6.2000  -8.4253  3.0061  0.073
H  -7.4589  -10.1980  -1.9971  0.079
H  4.9074  6.2489  0.9601  0.085
H  7.2937  10.9769  3.4148  0.082
H  3.9436  4.6345  -1.2815  0.064
H  -3.4778  1.0932  6.9106  0.083
H  2.6668  6.6844  -4.2160  0.088
H  -9.2224  -9.7711  1.3052  0.079
H  6.1275  -4.4400  0.3560  0.082
H  5.0183  -3.5169  -0.6743  0.075
H  8.0394  -4.0392  -1.3418  0.083
H  -5.0751  -7.0310  -1.8023  0.080
H  5.7567  -1.2808  -1.2779  0.082
H  6.9302  -3.1189  -2.3728  0.080
H  -4.5555  -3.9397  -1.8860  0.085
H  6.3175  10.3857  1.0898  0.083
H  4.7458  6.8447  -0.6860  0.078
H  4.8911  9.3602  1.0008  0.064
H  2.6613  8.9877  -3.3985  0.085
H  -3.7017  -1.2943  1.1913  0.118
H  -5.7777  -7.2019  4.2193  0.079
H  -7.8173  -11.8620  -1.5038  0.081
H  1.3998  -4.3634  -2.5824  0.128
H  1.0265  4.2541  -0.4119  0.115
H  -0.6243  4.7668  -2.7107  0.136
H  0.2369  7.3043  -5.7429  0.081
H  -6.9598  -8.6399  -0.1817  0.070
H  -7.2711  -11.2428  0.8717  0.139
H  -1.2359  0.8018  3.8872  0.065
H  -3.6050  1.3268  4.4113  0.139
H  1.0874  9.6171  -2.8851  0.086
H  -1.3480  1.5157  5.5065  0.082
H  -3.2600  -0.6543  6.7156  0.084
H  -4.7714  0.0982  6.2232  0.082
H  7.6070  -2.4136  0.5248  0.140
H  5.0110  0.3266  0.3786  0.039
H  -9.6504  -10.9935  0.0968  0.081
H  -5.7954  -5.9471  -3.0088  0.084
H  6.3480  4.3849  0.1752  0.143
H  1.6543  8.3446  -5.6925  0.085
H  3.4572  1.8708  2.0355  0.117
H  0.0253  -3.1529  2.1789  0.113
H  2.1213  -0.3801  0.6136  0.086
H  -0.0424  1.3471  0.8655  0.118
H  4.9731  0.2580  1.9961  0.071
H  -4.3613  -9.2806  1.4051  0.068
H  -9.2929  -9.3291  -0.3961  0.082
H  -2.4526  -0.1915  -0.6178  0.129
H  1.5650  1.7068  -4.1743  0.146
H  1.2024  -2.9717  -1.5425  0.123
H  -0.7440  3.0601  -2.4110  0.123
H  6.6315  3.9801  -2.2567  0.080
H  2.3612  3.2098  -2.8967  0.133
H  8.4259  -2.3776  -1.8165  0.080
H  4.7434  11.0248  1.5905  0.081
H  1.9093  8.3724  -1.9311  0.076
H  7.3623  5.5315  -1.8167  0.086
H  -3.8598  -5.0523  -0.6982  0.061
H  1.2573  2.4492  0.4172  0.097
H  2.7182  2.8079  -1.2398  0.090
H  -4.0135  -7.6161  0.9162  0.068
H  7.2885  8.7005  2.5530  0.084
H  -6.8366  -6.9503  -2.0109  0.072
H  -6.1708  -5.7040  0.0217  0.126
H  -1.1295  -0.2317  5.3091  0.083
H  -2.7216  -8.6227  1.5597  0.078
H  -7.0000  -4.0240  -2.0896  0.086
H  0.4242  -0.3677  -4.6625  0.142
H  0.0814  8.9745  -5.1767  0.086
H  5.2534  -3.0401  1.0032  0.076
H  -3.8210  -8.6626  3.7838  0.139
H  3.5259  1.8537  0.2814  0.076
H  -3.0549  -1.4410  4.4197  0.077
H  4.7017  9.3552  3.4755  0.137
H  1.4179  4.9865  -1.9270  0.096
H  5.7857  5.4805  -2.6240  0.077
H  6.3237  6.8964  0.1223  0.082
H  6.5135  10.3372  4.8556  0.081
H  1.6290  0.4396  2.1420  0.114
H  -4.8048  -3.6487  -0.1693  0.072
H  5.7175  11.6114  3.9177  0.081
H  -3.5339  -6.0638  2.7249  0.071

Atoms 1-2, force components in eV/Å:
0.123 0.206 -0.131
0.088 -0.181 0.019

=====

An isolated ion of composition C6H12N3O2 and charge +1 in a non-equilibrium geometry, computed with wB97M-V/def2-TZVPD.

## Properties
net charge = +1
E_LUMO (alpha / beta) = -0.1681 / -0.1739 Ha
E = -14968.8062 eV
HOMO level (alpha / beta) = -11.8 / -11.8 eV
ΔE to the lowest compared entry with this formula, charge and spin = 735.32 kJ/mol
frontier orbital gap (alpha / beta) = 7.201 / 7.088 eV

Last column: Löwdin charge in e.
Positions of all 23 atoms, in Å:
O  0.8305  -2.3735  -0.6487  0.062
O  0.3116  2.1616  0.7445  0.016
N  -1.3999  0.8791  -0.0044  0.060
N  -2.2445  0.0752  -0.4301  -0.008
N  2.5297  1.8190  -0.5865  0.015
C  -3.6010  0.3330  -0.3667  -0.093
C  -0.0607  0.8803  0.2630  -0.200
C  0.1257  -3.1171  0.4464  0.062
C  0.9746  -0.0036  -0.0474  -0.126
C  1.0241  -1.1718  -0.6500  0.012
C  2.4013  0.5580  0.1868  -0.151
H  3.0865  -0.2405  -0.0510  0.116
H  1.0088  2.5811  0.1947  0.088
H  0.7406  -4.1066  0.6727  0.154
H  -3.9195  0.3624  0.6532  0.093
H  -0.7864  -3.3835  0.1136  0.044
H  -4.0843  -0.4933  -0.8674  0.088
H  2.6069  0.8097  1.2446  0.147
H  -0.0097  -2.4683  1.4106  0.144
H  -1.7969  1.6848  0.4752  0.179
H  2.9289  1.6544  -1.5631  0.140
H  3.2730  2.3567  -0.2729  0.060
H  -3.9393  1.2027  -0.9170  0.101

Atoms 1-2, force components in eV/Å:
-0.669 -1.679 0.198
-1.389 -1.661 0.005

=====

C31H38BiN4O3Si as an isolated structure in a non-equilibrium geometry, computed with wB97M-V/def2-TZVPD.

## Properties
net charge = +1
E_LUMO = -0.1137 Ha
E = -58582.0374 eV
HOMO level = -10.6 eV
ΔE to the lowest compared entry with this formula, charge and spin = 0.00 kJ/mol
frontier orbital gap = 7.497 eV

Last column: Löwdin charge in e.
Positions of all 78 atoms, in Å:
Bi  0.0551  -0.3727  -1.1692  1.930
Si  -1.4714  -0.2948  1.8562  0.472
O  -3.6340  -0.9325  -3.2528  0.119
O  2.4985  0.0532  -0.3668  -0.199
O  -1.9308  -0.0132  -2.1681  -0.270
N  -1.0582  3.9734  -0.3661  -0.064
N  0.0428  -0.4250  0.9637  -0.272
N  -0.5734  1.8020  -0.9737  -0.027
N  -1.3060  -2.3952  -1.0739  0.014
C  -2.4325  -2.2893  -1.7381  -0.190
C  -0.6660  5.2788  0.1480  -0.196
C  2.4947  -0.2099  1.0041  -0.243
C  -2.4483  3.8584  -0.8103  -0.178
C  2.5007  -0.5350  3.7325  -0.065
C  4.1229  -1.6845  -0.9628  -0.016
C  3.5986  0.1660  -2.4229  -0.022
C  0.2055  -3.6970  0.2644  -0.029
C  -1.9166  -4.6505  -0.4655  -0.134
C  3.4338  -0.5087  -1.2174  -0.302
C  1.3233  -0.6369  3.0198  -0.050
C  0.4909  -4.8683  0.9139  -0.048
C  1.1560  3.0366  0.1380  0.024
C  -2.9735  0.0276  0.7424  -0.151
C  -0.5269  6.3265  -0.9571  -0.061
C  -0.4000  -5.9539  0.8794  -0.052
C  -0.2268  2.9305  -0.4236  -0.386
C  4.4835  -0.3252  -3.3611  -0.066
C  5.0025  -2.1675  -1.9167  -0.061
C  -2.6512  3.9130  -2.3252  -0.046
C  1.2575  -0.4343  1.6350  -0.320
C  -2.7194  -0.9919  -2.4683  -0.600
C  -1.7911  -1.9447  2.7756  -0.152
C  -1.0082  -3.5511  -0.4339  -0.206
C  5.1894  -1.4900  -3.1079  -0.076
C  3.6835  -0.1166  1.7127  -0.014
C  -3.1284  -4.4956  -1.1703  0.038
C  -1.5809  -5.8481  0.2009  -0.012
C  3.6934  -0.2632  3.0852  -0.072
C  -3.3851  -3.3159  -1.8100  0.035
C  -1.3372  1.2559  2.9688  -0.146
H  1.1397  3.3631  1.1750  0.098
H  -2.6971  0.3522  -0.2474  -0.024
H  -2.8657  2.9265  -0.4179  0.114
H  -3.5926  -0.8560  0.6311  0.035
H  4.5977  0.0852  1.1705  0.130
H  0.1003  5.9489  -1.7624  0.083
H  -2.2807  -6.6698  0.1863  0.122
H  3.9777  -2.2116  -0.0324  0.120
H  -0.0597  7.2170  -0.5437  0.081
H  1.7516  3.7424  -0.4403  0.107
H  -1.4801  1.7752  -1.4208  0.012
H  -3.7148  4.0078  -2.5293  0.088
H  4.6168  -0.1756  3.6324  0.108
H  -2.9951  4.6800  -0.3444  0.126
H  -2.1419  4.7715  -2.7516  0.070
H  5.8823  -1.8653  -3.8427  0.108
H  -2.2723  1.4274  3.4944  0.034
H  0.4244  -0.8864  3.5496  0.079
H  0.2816  5.1999  0.6779  0.104
H  4.6222  0.1993  -4.2931  0.112
H  -0.5596  1.1762  3.7198  0.020
H  -1.9640  -1.7875  3.8350  0.032
H  -3.6013  0.8020  1.1751  0.041
H  -2.6698  -2.4505  2.3861  0.026
H  5.5426  -3.0811  -1.7277  0.112
H  3.0382  1.0730  -2.6020  0.116
H  0.8913  -2.8644  0.2859  0.083
H  -1.1252  2.1442  2.3751  0.018
H  -4.2949  -3.1267  -2.3547  0.128
H  -3.8320  -5.3142  -1.1990  0.129
H  -2.2949  3.0141  -2.8233  0.069
H  -1.4192  5.6062  0.8727  0.129
H  -0.1494  -6.8676  1.3956  0.114
H  1.6312  2.0648  0.0932  0.053
H  -0.9567  -2.6346  2.6821  0.016
H  2.4853  -0.6636  4.8048  0.113
H  1.4111  -4.9511  1.4727  0.115
H  -1.4928  6.6159  -1.3627  0.073

Atoms 1-2, force components in eV/Å:
0.282 0.122 -0.784
-0.634 0.148 0.729